[1]
Below is a structure of composition C30H39BKN7OP2S2, with properties calculated with ωB97M-V/def2-TZVPD.

Positions of all 83 atoms, in Å:
C 1.167 -4.682 -1.025
O 0.175 -0.258 1.901
H 2.440 5.294 -0.115
C 3.347 2.052 -0.508
H 0.698 3.139 -2.846
N -2.946 -1.399 -2.998
H 1.599 -6.803 -0.949
H -0.777 3.827 -2.157
H 0.449 4.110 1.711
C 1.137 -3.509 -1.791
H 0.432 5.311 0.396
H 4.362 -0.291 0.895
H -1.794 -1.470 5.705
H -0.917 -1.923 -2.907
C 0.772 0.734 5.313
K -0.581 -0.043 -0.284
H 1.435 1.417 5.831
H 1.525 -2.634 -3.721
N 0.718 -4.296 0.221
C -2.106 2.117 2.545
H -0.983 4.278 0.684
H 1.653 1.145 3.374
N 0.667 -2.452 -1.030
H 4.871 -0.318 -1.723
C -4.824 -0.109 1.814
H -3.230 -0.323 -4.844
H 5.387 1.381 -0.523
C 1.543 -3.538 -3.125
H 2.281 -4.799 -4.684
H -0.342 0.108 7.083
H 3.173 -1.575 0.575
C 3.304 -0.499 0.717
C -4.494 0.143 -3.084
H -2.363 3.170 2.435
S -2.896 2.311 -0.536
N 0.116 -0.247 3.242
H 0.742 4.760 -2.123
H 3.528 -1.360 -2.208
H 4.867 5.587 -0.011
H -1.758 -2.288 -4.435
C -3.930 0.395 2.691
H -2.005 1.862 3.599
H -3.738 0.190 3.728
P 0.652 2.968 -0.421
C -3.540 -0.462 -3.824
C 4.730 2.238 -0.440
H -1.460 -1.597 3.249
C -1.851 -2.270 -3.350
C -0.218 0.009 6.015
H 2.698 -0.215 1.577
C 1.962 -4.745 -3.651
C 1.980 -5.912 -2.872
C 3.079 4.425 -0.207
S -3.057 -2.306 -0.440
H 0.081 -2.407 1.007
H 2.310 -6.839 -3.322
N -4.600 0.460 0.581
H -1.159 1.905 2.051
C 5.285 3.492 -0.262
H 6.361 3.607 -0.210
N -4.485 -0.399 -1.821
C -3.576 1.328 0.694
C -0.849 -0.985 3.897
N -3.156 1.296 1.983
H -2.044 -3.272 -2.970
P 2.659 0.349 -0.771
C 0.930 0.603 3.966
C 0.306 3.761 -2.040
C -3.528 -1.346 -1.767
H 3.722 0.221 -2.966
H -6.019 1.052 -1.119
C -1.018 -0.870 5.244
H -5.579 -0.862 1.941
C 3.822 -0.324 -2.026
H -6.190 -0.790 -0.345
C 1.584 -5.901 -1.547
C 2.502 3.165 -0.381
H -5.166 0.945 -3.329
C 0.436 -2.963 0.147
C 0.108 4.313 0.695
C 4.451 4.597 -0.149
B -5.431 0.091 -0.680
H 0.562 -4.873 1.027

Output
- Molecular weight: 689.68 g/mol
- Calculated total energy: -101474.73963 eV
- Total charge: -1
- Spin multiplicity: 2
- Highest occupied orbital energy (spin up / spin down): -1.69 / -4.38 eV
- Largest force on an atom: 0.017 hartree/bohr
- Orbital gap (spin up / spin down): 0.139 / 0.237 Eh

Listed below, in e, are the Löwdin charges computed for each atom: -0.197 -0.414 0.086 -0.379 0.035 -0.135 0.104 0.016 0.044 -0.249 0.027 0.036 0.087 0.057 -0.142 0.415 0.086 0.110 0.138 -0.041 -0.001 0.099 0.069 0.026 -0.093 0.104 0.086 -0.034 0.094 0.061 0.033 -0.269 -0.093 0.083 0.538 -0.253 0.036 0.017 0.097 0.088 -0.059 0.091 0.108 0.843 -0.066 -0.112 0.108 -0.056 -0.162 0.014 -0.103 -0.108 -0.105 0.560 0.100 0.093 -0.021 0.054 -0.094 0.097 -0.015 -0.757 -0.101 -0.112 0.076 0.877 -0.100 -0.285 -0.765 0.037 0.064 -0.143 0.109 -0.295 0.066 -0.027 -0.376 0.110 -0.191 -0.305 -0.093 -0.486 0.157

=====

[2]
Below is a structure of composition C30H39CrN3O, with properties calculated with ωB97M-V/def2-TZVPD.

Positions of all 74 atoms, in Å:
H -0.467 1.599 -1.833
H 2.207 -3.313 1.209
N -0.872 1.175 2.053
H 4.712 3.778 2.273
C 3.669 2.137 1.298
C 1.624 1.457 2.149
H 3.344 -1.857 -1.636
N -2.778 1.291 1.039
H -0.022 3.546 -1.043
H -3.507 -0.944 1.829
H -2.519 -2.712 0.704
H 2.810 2.403 -1.198
H -3.123 3.877 -0.367
H -2.520 -0.521 -2.248
H 4.442 1.987 0.530
C -4.996 1.725 -1.924
C 0.416 -0.475 -3.176
H -6.565 0.055 -3.773
H -1.397 2.218 3.907
C -5.700 -0.230 -0.700
C 0.461 0.570 1.964
H 0.596 -1.292 -3.901
H 2.443 -1.620 1.760
H -3.863 2.384 2.585
C 2.860 -0.998 -1.130
C -4.694 -0.023 0.260
H -2.343 -2.270 -2.552
C -0.558 -2.003 0.152
H 0.876 2.541 3.885
H 1.054 -2.574 2.348
H -1.985 2.794 -1.173
C -5.868 0.630 -1.798
H 0.729 2.769 0.322
H 2.354 4.146 -1.001
C 0.705 2.754 -0.768
O 0.333 1.491 -1.268
C -1.507 -2.632 1.132
H -5.109 2.406 -2.776
H -1.581 -2.044 2.062
H -7.695 -0.351 -2.447
C -2.279 -1.485 -1.773
C -3.975 1.978 -0.994
H -3.224 3.646 -2.143
H 1.250 0.240 -3.262
H -5.220 -0.744 2.245
Cr 0.000 0.000 0.000
H -7.528 1.335 -3.000
H 2.877 4.048 4.002
C 2.807 3.281 3.223
C -2.921 1.928 2.289
C -1.492 0.835 0.899
N 2.615 1.313 1.234
C -3.839 1.089 0.094
C 3.824 3.137 2.268
C 1.696 2.438 3.166
C 1.406 -1.271 -0.872
H 0.526 -0.323 2.603
H 2.994 -0.112 -1.772
H 3.395 -0.812 -0.185
C 2.030 3.161 -1.398
H -0.507 0.046 -3.480
C -6.971 0.399 -2.806
H 1.910 3.237 -2.499
H -3.064 -1.688 -1.028
C -4.528 -0.983 1.416
C -1.713 1.849 2.933
C -0.913 -1.465 -1.150
C -3.033 3.141 -1.183
C 0.298 -1.025 -1.783
C 1.688 -2.371 1.469
H -6.361 -1.099 -0.591
C 0.870 -1.895 0.302
H -1.182 -3.654 1.409
H -4.741 -2.016 1.094

Output
- Molecular weight: 509.66 g/mol
- Calculated total energy: -66676.39325 eV
- Total charge: -2
- Spin multiplicity: 5
- Highest occupied orbital energy (spin up / spin down): 2.52 / -0.15 eV
- Largest force on an atom: 0.054 hartree/bohr
- Orbital gap (spin up / spin down): 0.074 / 0.172 Eh

Listed below, in e, are the Löwdin charges computed for each atom: 0.118 0.079 -0.074 0.063 -0.258 -0.351 0.072 -0.033 0.114 0.059 0.053 0.054 0.086 0.076 0.069 -0.088 -0.050 0.021 0.100 -0.065 -0.203 0.083 0.080 0.106 -0.044 -0.206 0.075 -0.287 0.067 0.072 0.046 -0.275 0.105 0.082 -0.279 -0.178 -0.051 0.072 0.076 0.021 -0.036 -0.194 0.064 0.073 0.078 0.501 0.028 0.049 -0.223 -0.061 -0.148 0.019 -0.140 -0.172 -0.107 -0.280 0.095 0.070 0.064 -0.078 0.066 -0.354 0.072 0.059 -0.060 -0.044 -0.288 -0.059 -0.298 -0.047 0.087 -0.286 0.075 0.073

=====

[3]
Below is a structure of composition C30H39CsN9OSSe3, with properties calculated with ωB97M-V/def2-TZVPD.

Positions of all 84 atoms, in Å:
C -0.903 2.687 0.672
C 1.767 -5.832 0.014
H -3.090 -0.828 -4.071
C -2.452 -2.187 2.520
H -1.446 1.857 0.208
H 0.925 -4.840 -1.690
H 5.802 2.699 0.941
C -4.492 -1.252 3.637
H -0.094 3.992 2.907
N -3.773 -0.442 1.503
H 6.300 1.334 1.828
Cs 0.968 -0.141 -0.274
C -0.603 -2.944 1.419
H -6.502 1.228 2.523
H 1.728 2.957 -2.327
H 0.499 -4.591 2.236
C -3.031 -1.974 -1.511
C -1.564 3.457 -2.119
H -6.232 -0.330 4.478
H 1.919 -0.389 -4.724
C -4.295 -2.206 4.721
C 3.256 -4.520 1.334
H -0.753 1.062 -3.436
H 1.323 3.598 1.892
H -1.591 0.645 2.159
C 2.617 -5.731 1.120
H -4.880 1.039 0.638
O 1.990 -2.525 -1.432
H -1.581 4.561 -2.065
H 0.114 4.378 -0.250
C 0.064 3.279 -0.356
C 1.576 -4.759 -0.826
Se -0.113 -1.341 -3.525
H 0.856 4.475 -2.632
N 5.534 1.874 1.451
H 1.069 2.897 -0.159
H -1.099 0.429 -5.061
N -0.200 2.159 1.832
C -4.785 0.407 1.516
H 2.310 -1.157 -3.145
C 1.631 -0.497 -3.681
C 3.079 -3.398 0.517
H -3.414 -2.174 -0.515
C 4.615 1.082 0.755
C -2.647 0.061 -3.617
H 1.623 0.486 -3.208
C 0.766 3.376 -2.629
C 3.869 -2.222 0.893
H 4.665 -2.420 1.620
C -3.608 -1.258 2.550
H -0.557 1.029 3.548
C -5.550 -0.343 3.638
H -2.356 3.069 -1.478
Se -3.005 -0.040 -1.694
N -5.070 -2.279 5.767
N -1.607 -2.085 1.488
H 1.059 2.725 3.392
S 3.628 1.946 -0.384
C -1.110 1.455 2.709
N -3.103 -3.978 5.668
N 3.728 -1.012 0.504
C 0.554 3.176 2.538
C 2.213 -3.489 -0.633
C -1.194 -4.017 3.454
H -3.218 0.921 -3.972
H -1.659 3.435 0.981
C -1.184 0.228 -3.991
H -1.902 2.111 3.117
H -3.695 -2.395 -2.263
H -1.049 -4.745 4.240
H 0.545 3.051 -3.648
H 2.789 -6.575 1.777
H -2.027 -2.378 -1.613
C -2.271 -3.129 3.539
C -5.698 0.507 2.565
H 0.061 -2.871 0.565
H -1.789 3.167 -3.148
C -3.197 -3.149 4.664
N 4.660 -0.171 1.095
H 1.255 -6.767 -0.192
Se -4.444 -3.606 6.786
H 3.935 -4.422 2.176
N -0.278 2.916 -1.727
C -0.353 -3.935 2.371

Output
- Molecular weight: 943.56 g/mol
- Calculated total energy: -254625.35324 eV
- Total charge: -1
- Highest occupied orbital energy: -3.62 eV
- Largest force on an atom: 0.004 hartree/bohr
- Orbital gap: 0.168 Eh

Listed below, in e, are the Löwdin charges computed for each atom: -0.244 -0.140 0.056 -0.153 0.064 0.102 0.034 -0.094 0.089 0.113 0.063 0.937 -0.109 0.102 0.046 0.095 -0.412 -0.111 0.113 0.021 -0.338 -0.095 0.020 0.078 0.051 -0.163 0.090 -0.291 0.091 0.126 -0.248 -0.050 0.883 0.090 -0.002 0.020 0.066 -0.313 -0.130 0.001 -0.414 -0.156 -0.011 -0.955 -0.571 -0.009 -0.104 -0.145 0.101 -0.148 0.089 -0.006 0.065 0.884 -0.236 0.134 0.088 0.363 -0.107 -0.231 -0.102 -0.090 -0.461 0.011 0.049 0.123 -0.578 0.090 0.022 0.115 0.081 0.079 -0.016 -0.095 -0.046 0.067 0.079 -0.333 -0.063 0.089 1.072 0.098 -0.280 0.000